# C37H41AlCl2Ge2N2O5S2

A molecular structure, C37H41AlCl2Ge2N2O5S2 (ωB97M-V/def2-TZVPD, OMol25).

Values from the calculation:
Net charge: +1
HOMO level (spin up / spin down): -10.1 / -11.1 eV
LUMO energy (spin up / spin down): -2.32 / -4.23 eV
Multiplicity: 2
Largest force on an atom: 0.0078 Eh/bohr
ΔE to the lowest compared entry with this formula, charge and spin: 82.8 kJ/mol
E: -218595.8559 eV

```
92
Properties=species:S:1:pos:R:3:forces:R:3
Al 0.96970 -0.35208 0.50835 0.138 0.100 0.140
C 3.59931 6.35580 2.85465 0.004 0.001 0.000
C 3.30104 5.15350 2.00666 -0.004 -0.002 0.003
C 3.85297 5.02364 0.73570 -0.001 0.003 0.002
C 3.60182 3.90454 -0.04165 -0.007 0.004 -0.002
C 2.78836 2.90718 0.47213 -0.011 -0.004 0.018
C 2.21497 3.01034 1.73618 0.007 -0.002 -0.004
C 2.47756 4.13458 2.49253 0.000 -0.005 -0.003
S 2.45079 1.49583 -0.49579 -0.021 -0.039 -0.086
O 3.06169 1.63584 -1.77758 0.011 0.036 0.016
O 2.80753 0.26221 0.27944 -0.044 -0.012 -0.012
N 0.86300 1.23888 -0.46869 0.045 -0.016 -0.180
C -0.02537 2.30882 -0.71224 -0.027 -0.026 0.034
C 0.07307 3.12490 -1.80504 0.001 0.000 0.008
C -0.78187 4.24236 -1.93570 -0.003 0.001 0.006
C -1.71386 4.52094 -0.97933 0.005 0.002 0.002
C -1.84669 3.67866 0.15162 -0.005 0.009 0.008
C -2.80257 3.89616 1.16925 -0.005 -0.007 0.003
C -2.87295 3.02332 2.21410 0.008 0.005 -0.006
C -1.99267 1.92048 2.24286 -0.008 -0.005 0.033
N -1.09319 1.67901 1.32092 0.010 0.004 -0.014
C -1.00815 2.55472 0.28453 -0.029 -0.008 -0.034
H 3.89096 7.20910 2.24495 0.000 0.000 0.000
H 4.42236 6.13868 3.53850 0.000 0.000 0.001
H 2.73688 6.63711 3.45764 -0.001 0.001 0.000
H 4.48608 5.81042 0.34580 0.000 0.000 0.001
H 4.02442 3.80045 -1.03125 0.001 -0.002 0.002
H 1.56657 2.22890 2.11582 0.001 0.002 0.006
H 2.03651 4.23060 3.47694 0.000 0.000 0.001
H 0.81827 2.91839 -2.56296 0.004 -0.001 0.000
H -0.68542 4.87870 -2.80492 0.000 0.002 0.001
H -2.36716 5.37909 -1.07412 0.001 0.001 -0.001
H -3.46661 4.74937 1.10273 -0.002 0.000 0.003
H -3.58830 3.15264 3.01416 -0.001 0.001 0.000
H -2.05239 1.21492 3.06198 0.008 0.010 -0.007
Cl 3.07370 -1.31098 5.21768 -0.002 -0.013 0.012
C 1.53589 -1.39508 4.36967 0.108 0.107 0.024
Cl 0.68074 -2.91995 4.68547 -0.004 0.008 -0.022
C 1.74859 -1.29568 2.86032 -0.237 -0.306 -0.102
O 2.54476 -1.98786 2.26986 0.090 0.104 0.045
O 0.91083 -0.46357 2.28402 0.011 -0.022 0.081
H 0.90474 -0.58819 4.72294 -0.001 0.004 0.004
C -1.23218 -0.56020 -3.09787 -0.011 0.012 0.004
Ge -2.67315 -0.57902 -1.77227 0.010 -0.044 -0.011
C -4.16242 -1.75747 -2.27063 0.022 0.006 -0.035
C -3.41083 1.21602 -1.58844 -0.024 0.001 0.047
Ge -1.75586 -1.58530 0.28747 -0.020 0.012 -0.032
C -1.55652 -3.51218 -0.00806 0.018 -0.008 0.057
C -1.56485 -4.07411 -1.28664 -0.022 0.003 -0.019
C -1.58820 -5.45174 -1.46371 -0.042 0.021 -0.008
C -1.56595 -6.29240 -0.35906 -0.003 -0.003 0.013
C -1.51546 -5.75086 0.91923 0.015 -0.014 -0.024
C -1.52178 -4.37339 1.09205 -0.002 0.001 -0.008
C -2.83405 -1.50074 1.91767 -0.041 0.041 -0.035
C -4.19490 -1.79366 1.80719 0.025 0.046 -0.007
C -5.00580 -1.82810 2.93240 -0.010 -0.006 0.023
C -4.46253 -1.58764 4.18733 -0.019 -0.002 -0.014
C -3.10916 -1.31101 4.31137 0.016 0.000 0.004
C -2.30241 -1.26212 3.18149 0.022 -0.057 0.009
H -1.62370 -0.23887 -4.06413 -0.002 -0.001 0.000
H -0.77027 -1.53939 -3.22146 -0.006 -0.008 0.001
H -0.46312 0.14835 -2.78535 0.005 -0.017 -0.009
H -4.51905 -1.47027 -3.26158 0.004 0.001 -0.002
H -4.98040 -1.61650 -1.56367 -0.008 -0.006 -0.010
H -3.89228 -2.81093 -2.28560 0.005 -0.004 0.008
H -4.20434 1.31790 -2.33114 -0.009 -0.003 0.012
H -2.65808 1.97496 -1.78732 0.011 0.010 -0.004
H -3.84269 1.38456 -0.60181 0.012 0.011 0.006
H -1.58348 -3.43668 -2.16338 -0.005 0.022 -0.007
H -1.62987 -5.86789 -2.46261 0.000 -0.003 -0.002
H -1.58949 -7.36606 -0.49336 0.000 -0.001 0.000
H -1.49590 -6.40252 1.78349 -0.001 0.000 -0.001
H -1.52834 -3.96588 2.09787 -0.002 -0.004 -0.008
H -4.63112 -2.01020 0.83744 -0.005 0.009 0.004
H -6.05971 -2.05263 2.83081 -0.001 -0.001 0.001
H -5.09237 -1.62446 5.06645 0.000 0.001 0.000
H -2.67875 -1.13940 5.29036 0.003 0.003 -0.001
H -1.24757 -1.03960 3.28488 -0.015 0.007 0.002
O 1.21861 -1.89596 -0.38901 -0.063 0.035 0.014
S 2.60302 -2.62089 -0.54769 0.035 0.005 0.006
C 2.40494 -4.20617 0.29687 0.017 0.003 -0.010
C 1.86949 -5.19692 -0.72435 -0.009 -0.002 0.023
C 2.56223 -4.85810 -2.04014 -0.004 -0.001 0.002
C 2.42694 -3.34603 -2.20190 0.007 0.015 0.006
H 1.77658 -4.02406 1.16519 -0.002 0.002 0.002
H 3.40985 -4.45457 0.64525 0.000 0.003 0.008
H 0.79148 -5.07273 -0.82231 0.056 -0.005 0.012
H 2.06200 -6.22037 -0.40458 0.006 -0.002 -0.001
H 2.11097 -5.36634 -2.89171 0.004 -0.004 -0.001
H 3.61563 -5.14374 -2.00682 0.000 0.000 0.002
H 1.42219 -3.05450 -2.51131 -0.003 -0.008 0.004
H 3.15975 -2.88570 -2.86111 -0.005 -0.004 -0.003
```
Forces are in eV/Å.